C6H9BrN2O2S | ωB97M-V with the def2-TZVPD basis set

```
21
Properties=species:S:1:pos:R:3:forces:R:3
C -1.7425 -1.5808 -0.0111 1.539 6.589 -1.128
C -2.1985 -2.9080 0.1439 0.979 -5.600 -0.115
C -2.6069 -0.3593 -0.3327 0.166 -0.805 1.637
C -0.1215 0.0788 0.0691 -1.529 0.514 -1.882
C 2.4285 2.3280 0.6371 -0.921 2.243 -3.503
C 1.1961 1.9678 -0.2510 1.874 0.150 2.450
N -0.5027 -1.2393 0.1512 0.594 -1.894 0.950
N 1.0726 0.5848 0.0327 -3.722 -2.125 0.287
O -3.3138 -3.3598 0.0272 1.322 1.371 0.399
O -1.0793 -3.7477 0.3281 -4.986 -0.965 0.043
S -1.5206 1.0753 -0.4373 -0.109 -0.667 0.503
Br 3.9807 -0.6329 -0.9917 -0.759 0.193 0.234
H -3.3748 -0.4124 -1.0534 -0.168 -0.325 -1.872
H -3.3071 -0.3226 0.4930 0.092 0.482 1.023
H 2.1027 2.1073 1.6121 0.193 0.088 1.427
H 3.2405 1.7314 0.2504 0.530 -0.149 0.355
H 2.5766 3.4130 0.3777 0.383 -0.908 1.038
H 1.2676 2.0318 -1.2858 0.677 0.638 -1.973
H 0.3440 2.5256 0.0850 -0.589 0.132 0.238
H -0.3145 -3.2488 0.2612 2.771 1.751 -0.066
H 1.8730 -0.0322 -0.1055 1.664 -0.715 -0.043
```
Forces are in eV/Å.

Its total energy is -3466.16347 Ha. The calculation puts the LUMO energy at -0.1140 Eh. The value obtained for the HOMO-LUMO gap is 4.51 eV.

Here are the Mulliken charges for atoms 1 to 8, given in e: number 1, C, carries 0.770; number 2, C, carries 0.115; number 3, C, carries -0.528; number 4, C, carries 0.483; number 5, C, carries -1.024; number 6, C, carries -0.691; number 7, N, carries -0.574; number 8, N, carries 0.244

C6H9BrO2 | ωB97M-V with the def2-TZVPD basis set

```
18
Properties=species:S:1:pos:R:3:forces:R:3
C -0.2113 0.3045 -1.5772 2.234 2.319 -0.916
C 0.3191 0.2467 -0.1048 -1.241 -2.900 -1.751
C 1.2962 1.3128 0.1022 0.439 0.587 -1.213
C 0.9205 -1.2410 -0.1379 1.621 3.734 -0.323
O 1.9851 -1.4367 -0.6765 -1.307 -1.114 0.729
O 0.1128 -2.0633 0.4841 -1.189 -1.494 0.089
C -0.9412 -1.3819 1.1788 -0.939 0.078 2.840
C -0.8192 0.1148 0.9003 -0.895 0.517 -0.443
Br -2.5294 0.9460 0.1447 0.301 -0.448 0.786
H 0.4588 -0.0726 -2.4110 -0.179 0.593 1.453
H -0.4962 1.3625 -1.7862 0.638 -0.497 -0.016
H -1.1074 -0.1358 -1.7518 -2.601 -1.992 -0.058
H 0.8699 2.2630 -0.2526 0.325 -0.157 0.333
H 2.1926 1.0658 -0.4656 0.034 0.211 -0.114
H 1.5506 1.3323 1.1126 0.616 0.523 1.789
H -0.7782 -1.5955 2.3087 0.114 0.484 -1.762
H -2.0209 -1.6867 1.0900 1.377 -0.516 -1.052
H -0.8017 0.6651 1.8421 0.653 0.071 -0.370
```
Forces are in eV/Å.

Its total energy is -2958.49074 Ha. As for the structure (SMILES): CC1(C)C(=O)OC[C@@H]1Br. The calculation puts the LUMO energy at 0.0171 Eh. The value obtained for the HOMO-LUMO gap is 10.56 eV.

Here are the Mulliken charges for atoms 1 to 8, given in e: number 1, C, carries -1.851; number 2, C, carries 1.627; number 3, C, carries -1.616; number 4, C, carries 0.363; number 5, O, carries -0.571; number 6, O, carries -0.341; number 7, C, carries -0.309; number 8, C, carries -0.649

Which of these has the highest LUMO?
C6H9BrO2